Density functional theory data (ωB97M-V/def2-TZVPD) for a 2-piece molecular cluster, C21H27NO4S2 overall at a distorted geometry.

```
! wB97M-V def2-TZVPD RIJCOSX def2/J DEFGRID3
* xyz 0 1
C 0.1709 1.4678 5.1089
C 0.6388 2.1616 3.9865
C -0.1168 2.2038 2.8160
C -1.3378 1.5453 2.7773
S -2.2028 1.5854 1.1757
C -1.9433 -0.0114 0.3834
C -2.9220 -0.5130 -0.4301
S -0.4635 -0.9763 0.5143
C -0.6248 -2.2852 1.7349
C 0.0981 -2.1685 2.9232
C 0.0505 -3.2079 3.8540
C -0.6578 -4.3845 3.5655
C -1.3022 -4.5208 2.3232
C -1.2821 -3.4730 1.3969
O -0.2218 -1.6784 -0.7321
O 0.5798 -0.1402 1.1025
O -3.6197 1.6890 1.4512
O -1.5461 2.6475 0.4118
C -1.8487 0.8525 3.8839
C -1.0671 0.8084 5.0471
H 0.7810 1.4309 6.0230
H 1.5999 2.6751 3.9891
H 0.2373 2.7395 1.9336
H -2.7015 -1.4263 -0.9707
H -3.9014 -0.0524 -0.5202
H 0.6893 -1.2738 3.1126
H 0.5751 -3.0871 4.8037
H -0.6910 -5.2018 4.3032
H -1.8236 -5.4486 2.0769
H -1.7614 -3.5747 0.4236
H -2.8188 0.3459 3.8257
H -1.4220 0.2511 5.9172
C 0.8065 1.0935 -5.7306
C 0.3433 1.3437 -4.2897
C 0.0568 2.8392 -4.0772
C 1.3461 0.9721 -3.2034
C 2.2203 -0.2329 -3.4988
C 2.7924 -0.6383 -2.1552
C 2.0808 0.2585 -1.1421
N 0.8515 0.7166 -1.8583
H 1.7658 1.5803 -5.9539
H 0.8959 0.0213 -5.9525
H 0.0589 1.5077 -6.4227
H -0.5884 0.7697 -4.1477
H 0.9966 3.4078 -4.2207
H -0.6813 3.2109 -4.8044
H -0.3108 3.0369 -3.0517
H 2.0275 1.8407 -3.0738
H 1.6607 -1.0335 -3.9845
H 3.0080 0.0691 -4.1860
H 2.6994 -1.7057 -1.9147
H 3.8426 -0.3694 -2.0767
H 1.8782 -0.3096 -0.2410
H 2.6947 1.1448 -0.8558
H 0.4104 1.4964 -1.3706
*
```

For the frontier orbital gap, the calculation gives 7.395 eV. As for the HOMO energy: -8.00 eV. The relative energy (zero: lowest compared OMol25 entry of this formula, charge and spin) is 70.9 kcal/mol.